(1)
88
Properties=species:S:1:pos:R:3 method="wB97M-V/def2-TZVPD" molar_mass_g_mol=833.50 charge=-2 homo_lumo_gap_ha="0.18348 / 0.19574"
Cd 0.515 -0.519 1.046
C -2.696 -4.034 -1.832
C -1.623 -4.829 -1.453
C -0.442 -4.247 -1.032
C -0.263 -2.847 -0.975
C -1.367 -2.032 -1.366
C -2.543 -2.654 -1.771
N 0.871 -2.273 -0.460
C 2.102 -2.850 -0.459
C 2.600 -3.732 -1.435
C 3.902 -4.211 -1.385
C 4.764 -3.839 -0.356
C 4.314 -2.967 0.626
C 3.013 -2.460 0.591
N 2.493 -1.593 1.520
N 3.152 -1.387 2.638
C 2.440 -0.641 3.516
C 3.032 -0.320 4.765
C 2.332 0.414 5.680
C 1.034 0.857 5.374
C 0.516 0.526 4.144
N 1.175 -0.218 3.241
H -3.634 -4.470 -2.151
H -1.709 -5.910 -1.468
H 0.377 -4.876 -0.705
H -2.449 -0.242 -1.467
H -3.384 -2.023 -2.037
H 1.948 -4.030 -2.247
H 4.246 -4.881 -2.166
H 5.778 -4.219 -0.323
H 4.955 -2.657 1.440
H 4.037 -0.675 4.948
H 2.782 0.660 6.636
H 0.453 1.453 6.061
H -0.469 0.879 3.850
C -2.258 -2.393 2.540
S -2.818 -0.704 2.254
C -3.867 -0.546 3.706
O -3.733 -0.768 1.086
H -3.120 -3.060 2.573
H -1.677 -2.438 3.462
H -1.631 -2.659 1.686
H -3.277 -0.737 4.604
H -4.697 -1.249 3.618
H -4.217 0.485 3.717
C -0.711 4.310 5.137
O -1.837 5.076 4.739
C -2.802 4.507 3.953
S -4.083 5.536 3.619
S -2.601 2.922 3.395
H -0.107 4.982 5.748
H -0.137 3.958 4.281
H -1.017 3.441 5.720
C 1.587 -0.757 -7.973
C 0.599 0.335 -7.666
O -0.515 0.371 -8.105
S 1.232 1.624 -6.523
C 0.439 0.987 -5.055
C 1.167 0.189 -4.173
C 0.573 -0.294 -3.022
C -0.764 -0.004 -2.734
C -1.481 0.783 -3.630
C -0.888 1.288 -4.781
C -1.382 -0.497 -1.429
C -0.819 0.349 -0.308
H 1.167 -1.457 -8.693
H 1.833 -1.269 -7.041
H 2.513 -0.317 -8.345
H 2.205 -0.035 -4.390
H 1.135 -0.898 -2.318
H -2.520 1.010 -3.420
H -1.450 1.905 -5.470
C -1.130 4.740 -0.072
Si -0.184 3.116 -0.137
C 0.857 2.990 1.423
C 0.951 3.109 -1.639
C -1.422 1.709 -0.228
H -0.460 5.582 0.119
H -1.873 4.713 0.731
H -1.655 4.930 -1.012
H 1.355 3.946 1.612
H 1.636 2.225 1.367
H 0.215 2.767 2.279
H 1.632 3.965 -1.610
H 0.379 3.153 -2.571
H 1.548 2.195 -1.667
H -2.131 1.915 -1.045
H -2.007 1.819 0.703

***

(2)
71
Properties=species:S:1:pos:R:3 method="wB97M-V/def2-TZVPD" molar_mass_g_mol=659.68 charge=+1 spin_multiplicity=4 s_squared=3.86 homo_lumo_gap_ha="0.22773 / 0.20295"
C -6.907 2.206 -2.548
C -6.338 0.948 -2.313
C -4.991 0.840 -1.957
C -4.175 1.995 -1.833
C -2.750 1.867 -1.666
C -2.196 0.611 -1.531
N -1.752 -0.478 -1.528
S -1.748 3.290 -2.101
C -0.086 2.642 -2.250
C 0.596 2.368 -1.069
C 1.965 2.110 -1.108
C 2.613 1.996 -2.340
C 1.910 2.220 -3.526
C 0.566 2.598 -3.487
O -2.110 3.735 -3.425
O -1.717 4.225 -1.001
C -4.815 3.258 -1.912
C -6.147 3.361 -2.302
H -7.935 2.291 -2.892
H -6.932 0.036 -2.404
H -4.526 -0.138 -1.811
H 0.043 2.366 -0.129
H 2.500 1.972 -0.168
H 3.663 1.701 -2.369
H 2.404 2.109 -4.492
H 0.020 2.837 -4.400
H -4.254 4.154 -1.641
H -6.593 4.350 -2.412
O 3.914 -1.589 6.196
C 3.403 -0.889 5.416
Cr 2.839 0.234 3.987
C 3.170 -1.244 2.860
O 3.484 -2.151 2.195
C 4.698 0.564 3.858
O 5.864 0.589 3.855
C 2.064 1.853 5.159
C 1.128 0.811 5.176
C 0.719 0.223 3.976
C 1.110 0.761 2.728
C 0.732 0.076 1.489
C 0.392 -0.838 0.733
C 0.343 -1.890 -0.186
C 1.489 -2.060 -1.071
C 2.550 -1.129 -0.984
C 3.768 -1.352 -1.616
C 3.976 -2.545 -2.325
C 2.880 -3.370 -2.601
C 1.642 -3.107 -2.015
C -0.690 -2.893 0.011
C -1.914 -2.519 0.614
C -2.825 -3.476 1.056
C -2.579 -4.840 0.852
C -1.403 -5.230 0.207
C -0.477 -4.274 -0.215
C 2.084 1.782 2.733
C 2.519 2.357 3.934
H 2.461 2.263 6.091
H 0.746 0.426 6.119
H 0.082 -0.666 3.973
H 2.387 -0.231 -0.386
H 4.549 -0.590 -1.542
H 4.978 -2.792 -2.682
H 2.990 -4.221 -3.275
H 0.778 -3.706 -2.284
H -2.125 -1.458 0.743
H -3.726 -3.140 1.568
H -3.298 -5.589 1.192
H -1.185 -6.287 0.043
H 0.449 -4.626 -0.662
H 2.488 2.116 1.776
H 3.238 3.175 3.917

***

(3)
14
Properties=species:S:1:pos:R:3 method="wB97M-V/def2-TZVPD" smiles=CN[C@H](C)O molar_mass_g_mol=75.11 homo_lumo_gap_ha=0.37825
C -0.348 0.323 -0.630
C -0.301 -0.997 1.448
C 1.086 0.241 -1.103
N -0.694 0.192 0.704
O -1.059 1.276 -1.297
H -1.367 1.942 -0.666
H -1.003 -0.821 -0.832
H 0.005 1.103 1.130
H -0.331 -0.751 2.508
H 0.693 -1.386 1.202
H -1.033 -1.776 1.237
H 1.465 1.231 -1.353
H 1.764 -0.182 -0.363
H 1.122 -0.394 -1.987

***

(4)
11
Properties=species:S:1:pos:R:3 method="wB97M-V/def2-TZVPD" molar_mass_g_mol=87.08 homo_lumo_gap_ha=0.30757
N 1.561 -0.380 0.083
C 0.237 -0.377 -0.461
C -0.862 -0.873 0.249
O -1.700 0.999 0.360
C -0.580 1.197 -0.169
O 0.115 2.119 -0.470
H 1.540 -0.367 1.100
H 2.028 0.476 -0.211
H 0.221 -0.511 -1.543
H -1.746 -1.240 -0.259
H -0.814 -1.043 1.321

***

(5)
28
Properties=species:S:1:pos:R:3 method="wB97M-V/def2-TZVPD" smiles=CSCCN(N)c1nc2ccccc2o1 molar_mass_g_mol=223.30 homo_lumo_gap_ha=0.32271
C 0.863 0.299 2.607
C -0.978 2.320 1.642
C -2.055 1.494 1.130
C -0.750 -0.235 -0.213
C 0.452 -1.508 -1.477
C 1.001 -2.495 -2.235
C 2.044 -2.183 -3.208
C 2.268 -0.800 -3.378
C 1.480 0.216 -2.872
C 0.844 -0.132 -1.730
H 1.568 0.439 1.580
H 1.792 0.247 3.503
H 0.117 -0.750 2.643
H -0.210 2.105 0.689
H -1.066 3.517 1.578
H -2.295 1.903 0.175
H -2.906 1.469 1.862
H -1.966 -1.910 0.761
H -1.435 -0.924 2.412
H 0.530 -3.626 -2.077
H 2.776 -3.022 -3.482
H 3.230 -0.405 -4.005
H 1.715 1.184 -3.205
N -1.660 0.190 0.733
N -2.103 -0.935 1.475
N -0.603 -1.531 -0.529
O 0.089 0.760 -0.770
S -0.189 1.735 3.148

***

(6)
94
Properties=species:S:1:pos:R:3 method="wB97M-V/def2-TZVPD" molar_mass_g_mol=1225.18 spin_multiplicity=2 s_squared=0.76 homo_lumo_gap_ha="0.28952 / 0.20136"
Sn 0.781 -0.244 -0.037
O 0.370 1.660 -5.332
C 1.612 1.108 -5.222
C 2.422 1.196 -6.351
C 3.702 0.674 -6.340
C 4.194 0.048 -5.200
C 3.387 -0.051 -4.081
C 2.096 0.465 -4.085
C 1.210 0.300 -2.866
O 1.906 0.075 -1.717
N 0.248 -0.820 -3.124
N 0.019 -1.734 -2.191
C -0.972 -2.537 -2.316
C -1.113 -3.749 -1.527
Br 0.419 -4.256 -0.496
C -2.121 -4.620 -1.574
C -3.368 -4.411 -2.328
C -3.883 -5.472 -3.077
C -4.995 -5.290 -3.882
C -5.632 -4.055 -3.919
C -5.162 -3.014 -3.131
C -4.038 -3.187 -2.336
H -0.179 1.575 -4.544
H 2.013 1.687 -7.226
H 4.318 0.748 -7.227
H 5.194 -0.367 -5.189
H 3.739 -0.537 -3.180
H 0.622 1.220 -2.779
H -0.442 -0.665 -3.845
H -1.719 -2.379 -3.090
H -2.010 -5.566 -1.057
H -3.378 -6.431 -3.050
H -5.369 -6.111 -4.481
H -6.495 -3.907 -4.555
H -5.670 -2.058 -3.133
H -3.709 -2.390 -1.677
F 1.473 5.006 -2.251
C 1.711 3.900 -1.563
F 2.630 4.150 -0.625
F 2.173 2.961 -2.379
S 0.189 3.370 -0.668
O 0.608 2.126 0.012
O -0.121 4.488 0.151
N -0.750 3.111 -1.904
S -1.916 2.091 -1.936
O -2.084 1.598 -3.273
O -1.643 0.970 -0.980
C -3.553 3.002 -1.676
F -4.442 2.174 -1.167
F -3.435 4.089 -0.952
F -3.928 3.350 -2.906
C 1.433 0.902 4.517
N 1.991 1.776 5.550
C 3.338 2.178 5.129
N 3.323 2.872 3.841
C 2.749 1.976 2.841
N 1.380 1.553 3.199
C 0.554 2.773 3.347
N 1.106 3.679 4.353
C 1.161 2.985 5.634
C 2.461 4.056 3.957
H 0.419 0.615 4.812
H 2.063 0.010 4.447
H 3.963 1.285 5.045
H 3.762 2.839 5.886
H 3.383 1.095 2.760
H 2.715 2.487 1.878
H -0.453 2.482 3.647
H 0.500 3.287 2.404
H 0.149 2.702 5.932
H 1.584 3.650 6.388
H 2.885 4.729 4.705
H 2.422 4.565 2.992
C -0.775 -2.234 3.732
N 0.379 -1.624 3.069
C 1.485 -2.191 2.647
S 2.627 -1.283 1.686
N 1.869 -3.432 2.947
C 1.154 -4.499 3.649
H -1.486 -1.441 3.932
H -0.487 -2.706 4.669
H -1.270 -2.949 3.078
H 0.260 -0.644 2.829
H 2.750 -3.678 2.527
H 1.119 -4.318 4.721
H 1.700 -5.422 3.473
H 0.149 -4.623 3.257
F -0.907 1.076 2.097
Sb -2.495 0.543 1.083
F -1.084 -0.789 0.600
F -2.719 -0.660 2.546
F -4.161 1.195 1.699
F -2.394 2.483 0.823
F -3.509 -0.590 -0.048

***

(7)
45
Properties=species:S:1:pos:R:3 method="wB97M-V/def2-TZVPD" smiles=COCCNc1nc(CSc2ccccc2)nc2sc(C)c(C)c12 molar_mass_g_mol=359.52 homo_lumo_gap_ha=0.30705
C -4.399 -0.476 -0.329
O -4.343 0.918 -0.496
C -3.077 1.497 -0.284
C -2.032 1.155 -1.359
N -1.223 0.019 -0.995
C 0.123 0.018 -1.053
N 0.718 1.121 -1.501
C 2.041 1.146 -1.608
N 2.858 0.141 -1.362
C 2.276 -0.951 -0.887
C 0.899 -1.102 -0.658
C 0.585 -2.369 -0.071
C 1.691 -3.139 0.107
S 3.164 -2.361 -0.425
C 1.775 -4.512 0.683
H 2.805 -4.857 0.663
H 1.165 -5.211 0.112
H 1.429 -4.521 1.717
C -0.789 -2.808 0.335
H -1.426 -2.959 -0.538
H -0.737 -3.751 0.873
H -1.247 -2.069 0.993
C 2.645 2.455 -1.970
H 3.516 2.336 -2.609
H 1.903 3.114 -2.417
S 3.281 3.249 -0.429
C 2.101 2.556 0.722
C 0.830 3.096 0.820
C -0.102 2.495 1.648
C 0.234 1.359 2.364
C 1.513 0.833 2.273
C 2.454 1.437 1.459
H 3.452 1.036 1.371
H 1.778 -0.052 2.833
H -0.499 0.883 3.000
H -1.094 2.916 1.730
H 0.574 3.972 0.245
H -1.686 -0.826 -0.713
H -2.553 0.972 -2.306
H -1.340 1.987 -1.494
H -2.685 1.212 0.704
H -3.269 2.572 -0.293
H -3.960 -0.781 0.629
H -5.454 -0.743 -0.338
H -3.896 -1.009 -1.145

***

(8)
44
Properties=species:S:1:pos:R:3 method="wB97M-V/def2-TZVPD" molar_mass_g_mol=520.85 charge=+2 spin_multiplicity=2 s_squared=0.79 homo_lumo_gap_ha="0.20032 / 0.22220"
Tc 0.286 0.372 0.094
S -1.286 -1.730 3.637
C -0.312 -0.426 4.257
C -0.045 -0.112 5.584
C 0.795 0.958 5.826
C 1.353 1.693 4.776
C 1.083 1.386 3.456
C 0.236 0.311 3.202
N -0.162 -0.167 1.949
C -0.961 -1.246 2.055
C -1.367 -1.863 0.810
C -2.160 -2.993 0.690
C -2.407 -3.503 -0.580
C -1.857 -2.898 -1.707
C -1.065 -1.763 -1.592
C -0.809 -1.219 -0.329
H -0.468 -0.685 6.397
H 1.033 1.227 6.846
H 2.012 2.519 5.005
H 1.515 1.962 2.649
H -2.575 -3.485 1.561
H -3.019 -4.388 -0.690
H -2.037 -3.328 -2.683
H -0.623 -1.319 -2.476
C -3.334 4.006 -2.176
N -2.306 3.327 -1.394
C -1.206 4.027 -0.737
C -0.476 2.874 -0.111
O 0.569 2.807 0.511
N -1.142 1.700 -0.411
C -2.203 2.018 -1.218
N -3.008 1.112 -1.732
H -3.397 5.038 -1.843
H -4.304 3.541 -1.998
H -3.094 3.990 -3.239
H -1.559 4.742 0.008
H -0.562 4.543 -1.454
H -2.846 0.135 -1.537
H -3.765 1.364 -2.347
O 3.239 1.390 -0.856
Cl 2.605 0.218 -1.264
O 3.313 -0.616 -2.110
O 1.238 0.547 -1.815
O 2.128 -0.547 -0.016

***

Please write out number 4 again, unchanged.
11
Properties=species:S:1:pos:R:3 method="wB97M-V/def2-TZVPD" molar_mass_g_mol=87.08 homo_lumo_gap_ha=0.30757
N 1.561 -0.380 0.083
C 0.237 -0.377 -0.461
C -0.862 -0.873 0.249
O -1.700 0.999 0.360
C -0.580 1.197 -0.169
O 0.115 2.119 -0.470
H 1.540 -0.367 1.100
H 2.028 0.476 -0.211
H 0.221 -0.511 -1.543
H -1.746 -1.240 -0.259
H -0.814 -1.043 1.321